Entry 1:
This record from the Open Molecules 2025 dataset describes the ion C11H21FOP with charge +1 at a distorted geometry. The level of theory is ωB97M-V/def2-TZVPD.

Output
HOMO energy	-0.49373	hartree
total energy	-947.86030	hartree
HOMO-LUMO gap	10.7089	eV
LUMO level	-2.73	eV
energy above the lowest of the compared OMol25 structures with the same formula, charge and spin	0.0	kcal/mol

Structure (ORCA input):
```
! wB97M-V def2-TZVPD RIJCOSX def2/J DEFGRID3
* xyz 1 1
C -3.41 -0.95 0.50
C -2.11 -0.67 0.71
C 3.79 1.21 0.22
C -2.29 2.27 -0.11
C -1.49 -0.20 -1.69
C 0.99 -0.53 1.99
C 0.68 -2.42 -0.36
C -1.05 1.52 0.18
C 1.79 0.10 -0.84
C 3.23 -0.03 -0.49
C -1.12 -0.05 -0.23
O 3.15 2.18 0.50
F 3.53 -1.10 0.36
P 0.53 -0.68 0.22
H -3.95 -1.43 1.31
H -3.78 -1.01 -0.60
H -1.77 -0.59 1.65
H 4.88 1.12 0.52
H -2.85 2.25 -1.09
H -2.17 3.36 0.17
H -3.15 1.79 0.47
H -0.65 0.20 -2.22
H -2.51 0.26 -1.77
H -1.65 -1.31 -1.78
H 1.39 0.53 2.08
H 1.83 -1.33 2.08
H 0.17 -0.79 2.51
H 0.13 -2.35 -1.27
H 0.04 -3.16 0.22
H 1.69 -2.85 -0.32
H -0.20 2.09 -0.25
H -0.71 1.52 1.32
H 1.67 -0.15 -1.82
H 1.58 1.22 -0.71
H 3.79 -0.06 -1.43
*
```

***

Entry 2:
This record from the Open Molecules 2025 dataset describes a structure of composition C11H21GaNSi at a distorted geometry. The level of theory is ωB97M-V/def2-TZVPD.

Output
HOMO energy (spin up / spin down)	-0.10756 / -0.10759	hartree
total energy	-2700.66634	hartree
HOMO-LUMO gap (spin up / spin down)	6.2364 / 6.2372	eV
LUMO level (spin up / spin down)	3.31 / 3.31	eV

Structure (ORCA input):
```
! wB97M-V def2-TZVPD RIJCOSX def2/J DEFGRID3
* xyz -1 1
C -0.04 -2.22 -2.79
C -0.94 -2.97 -1.95
C -0.27 -3.27 -0.72
C 1.04 -2.67 -0.77
C 1.18 -2.02 -2.05
Ga -0.39 -0.43 -0.63
N -0.39 1.18 -1.54
C -2.34 0.70 -1.17
C -2.84 -0.64 -0.88
H -0.70 -3.86 0.15
H -1.95 -3.33 -2.24
H 1.84 -2.78 0.00
H 2.11 -1.56 -2.44
H -0.23 -1.93 -3.83
H -3.14 -1.29 -1.72
H -2.60 1.04 -2.17
H 0.17 1.53 -2.35
H -3.08 -0.99 0.13
H -2.52 1.45 -0.39
C 2.38 1.86 0.51
Si 0.88 1.42 1.58
C 1.39 1.31 3.38
C -0.45 2.74 1.35
C 0.16 -0.35 1.22
H 2.76 2.84 0.84
H 2.13 1.94 -0.56
H 3.18 1.11 0.62
H 1.78 2.29 3.70
H 0.51 1.03 3.97
H 2.17 0.53 3.48
H -0.74 2.88 0.29
H -1.35 2.51 1.93
H -0.04 3.70 1.71
H 0.96 -1.11 1.40
H -0.64 -0.63 1.95
*
```

***

Entry 3:
This record from the Open Molecules 2025 dataset describes the ion C11H21N2 with charge +1 at a distorted geometry. The level of theory is ωB97M-V/def2-TZVPD.

Output
HOMO energy (spin up / spin down)	-0.43721 / -0.43722	hartree
total energy	-540.75905	hartree
HOMO-LUMO gap (spin up / spin down)	6.4838 / 6.4849	eV
LUMO level (spin up / spin down)	-5.41 / -5.41	eV
energy above the lowest of the compared OMol25 structures with the same formula, charge and spin	137.7	kcal/mol

Structure (ORCA input):
```
! wB97M-V def2-TZVPD RIJCOSX def2/J DEFGRID3
* xyz 1 1
C -0.02 -2.78 0.01
C -2.01 -0.40 0.30
C -1.04 -0.15 -0.62
C 1.46 0.38 -0.30
C 2.57 -0.48 0.37
C -1.93 -0.76 1.75
C -3.43 0.04 0.01
C -1.17 0.43 -2.03
C 3.89 -0.65 -0.20
C 0.46 2.69 0.07
C 1.19 1.48 0.78
N 0.34 -0.56 -0.28
N 0.77 -1.81 -0.17
H -1.17 -2.77 0.05
H 0.54 -3.70 -0.01
H 1.85 0.88 -1.16
H 2.23 -0.70 1.44
H -2.85 -1.04 2.04
H -1.74 0.11 2.25
H -1.14 -1.52 1.89
H -3.91 -0.67 -0.64
H -3.61 0.96 -0.69
H -4.07 0.30 0.81
H -0.28 0.07 -2.69
H -2.12 -0.09 -2.61
H -1.44 1.41 -1.94
H 4.54 -0.99 0.51
H 4.34 0.04 -0.91
H 4.03 -1.50 -0.78
H 1.15 3.02 -0.61
H 0.35 3.34 0.89
H -0.43 2.40 -0.28
H 0.53 1.12 1.43
H 2.11 1.87 1.30
*
```

***

Entry 4:
This record from the Open Molecules 2025 dataset describes a structure of composition C11H21N2O at a distorted geometry. The level of theory is ωB97M-V/def2-TZVPD.

Output
HOMO energy	-0.47698	hartree
total energy	-616.02627	hartree
HOMO-LUMO gap	8.4057	eV
LUMO level	-4.57	eV
energy above the lowest of the compared OMol25 structures with the same formula, charge and spin	151.6	kcal/mol

Structure (ORCA input):
```
! wB97M-V def2-TZVPD RIJCOSX def2/J DEFGRID3
* xyz 1 1
C -1.37 0.33 1.07
C -0.34 0.11 1.99
C -0.86 0.22 -0.25
C -1.30 1.62 3.72
C -2.66 -1.13 -1.22
C 1.07 0.02 -2.80
C 2.13 -1.37 -1.10
C 2.34 1.26 -1.03
C -0.45 0.42 3.48
C -1.85 0.17 -1.38
C 1.47 -0.03 -1.36
N 0.83 -0.25 1.49
N 0.44 0.22 -0.33
O 2.05 -0.02 1.91
H -2.43 0.24 1.29
H -1.10 2.32 2.95
H -1.08 2.03 4.86
H -2.36 1.39 3.69
H -1.92 -1.92 -0.93
H -3.09 -1.32 -2.18
H -3.43 -0.92 -0.29
H 0.57 -0.92 -2.90
H 0.47 0.90 -3.03
H 2.07 0.04 -3.49
H 2.77 -1.54 -2.03
H 2.79 -1.48 -0.22
H 1.24 -2.21 -1.01
H 2.53 1.33 0.11
H 3.39 1.24 -1.53
H 2.02 2.35 -1.44
H -0.80 -0.35 4.00
H 0.50 0.64 3.85
H -2.50 0.97 -1.35
H -1.41 0.20 -2.38
H 2.75 -0.54 1.53
*
```

***

Entry 5:
This record from the Open Molecules 2025 dataset describes an isolated molecule of C11H21N3O3 at a distorted geometry. The level of theory is ωB97M-V/def2-TZVPD.

Output
HOMO energy	-0.34562	hartree
total energy	-821.78416	hartree
HOMO-LUMO gap	9.9918	eV
LUMO level	0.59	eV
energy above the lowest of the compared OMol25 structures with the same formula, charge and spin	4.3	kcal/mol
SMILES	CC[C@@H](C)[C@@H](NC(=O)CNC(C)=O)C(=O)NC

Structure (ORCA input):
```
! wB97M-V def2-TZVPD RIJCOSX def2/J DEFGRID3
* xyz 0 1
C 1.63 0.06 3.76
C 1.29 1.03 2.61
C 1.14 0.36 1.22
C 2.09 -0.81 0.98
C -0.29 -0.06 0.87
N -0.30 -0.43 -0.53
C -0.52 0.40 -1.53
O -0.92 1.54 -1.32
C -0.38 -0.12 -2.94
N -0.51 0.96 -3.90
C -0.62 0.75 -5.19
C -0.76 1.98 -6.06
O -0.49 -0.35 -5.71
C -0.81 -1.19 1.77
O -0.62 -2.37 1.47
N -1.47 -0.85 2.90
C -1.97 -1.84 3.84
H 0.91 -0.76 3.72
H 2.66 -0.34 3.66
H 1.53 0.60 4.73
H 0.35 1.51 2.83
H 2.00 1.84 2.55
H 1.41 1.13 0.50
H 1.88 -1.66 1.61
H 2.03 -1.14 -0.09
H 3.14 -0.53 1.23
H -0.95 0.82 1.03
H -0.07 -1.36 -0.81
H -1.12 -0.94 -3.07
H 0.62 -0.58 -3.05
H -0.53 1.88 -3.49
H 0.19 2.49 -6.10
H -1.10 1.67 -7.08
H -1.56 2.54 -5.65
H -1.59 0.12 3.12
H -2.69 -1.42 4.54
H -1.13 -2.33 4.39
H -2.49 -2.60 3.22
*
```

***

Entry 6:
This record from the Open Molecules 2025 dataset describes an isolated molecule of C11H21N3O4 at a distorted geometry. The level of theory is ωB97M-V/def2-TZVPD.

Output
HOMO energy	-0.35206	hartree
total energy	-896.94341	hartree
HOMO-LUMO gap	10.2008	eV
LUMO level	0.62	eV
energy above the lowest of the compared OMol25 structures with the same formula, charge and spin	72.7	kcal/mol
SMILES	CC(C)C[C@H](N)C(=O)N[C@@H](CCC(N)=O)C(=O)O

Structure (ORCA input):
```
! wB97M-V def2-TZVPD RIJCOSX def2/J DEFGRID3
* xyz 0 1
C 4.75 0.50 0.55
C 3.29 0.68 0.95
C 2.67 1.57 -0.09
C 2.54 -0.76 1.20
C 1.99 -1.58 0.00
N 2.99 -1.54 -1.09
C 0.72 -1.10 -0.58
O 0.33 -1.51 -1.64
N -0.06 -0.29 0.20
C -1.35 0.12 -0.27
C -2.66 -0.42 0.36
C -3.90 -0.06 -0.39
C -5.25 -0.54 0.42
N -6.34 -0.38 -0.42
O -5.20 -1.07 1.51
C -1.55 1.69 -0.30
O -2.22 2.30 0.47
O -0.92 2.22 -1.32
H 5.27 1.41 0.53
H 4.91 0.08 -0.52
H 5.26 -0.20 1.22
H 3.29 1.23 1.99
H 2.85 1.21 -1.07
H 1.66 1.70 0.02
H 3.04 2.63 -0.08
H 1.64 -0.67 1.96
H 3.12 -1.50 1.82
H 1.67 -2.48 0.28
H 3.77 -2.00 -0.62
H 2.58 -2.15 -1.81
H 0.16 0.05 1.20
H -1.08 -0.34 -1.27
H -2.60 -0.12 1.41
H -2.50 -1.52 0.26
H -4.00 1.00 -0.50
H -4.01 -0.55 -1.30
H -7.35 -0.46 -0.29
H -6.16 -0.25 -1.35
H -1.36 3.09 -1.43
*
```